Below is a molecular structure, C2H12N4O, with properties calculated with the ωB97M-V functional and the def2-TZVPD basis.

Geometry as ORCA input:
```
! wB97M-V def2-TZVPD RIJCOSX def2/J DEFGRID3
* xyz 2 1
C 0.61716 1.90592 0.76101
C 0.83240 0.48120 0.42445
N 1.89519 0.27041 -0.37937
N 0.07400 -0.52180 0.75297
N 2.11349 -0.92267 -1.08274
N -1.34035 -0.39472 1.11974
O -1.73182 -1.10902 -1.13771
H 0.46382 1.89567 1.91188
H 1.52260 2.41446 0.67938
H -0.15354 2.32389 0.25308
H 2.52032 1.02690 -0.24394
H 0.25182 -1.53752 0.38147
H 2.84826 -1.57739 -0.84897
H 2.42782 -0.75520 -2.02126
H -1.79326 -2.03915 -1.25040
H -1.83042 -0.77304 -0.10895
H -1.53879 -1.09133 1.77411
H -1.53154 0.59866 1.31890
H -2.32313 -0.75782 -1.91338
*
```

## Properties
highest occupied orbital energy: -18.756 eV
max |F|: 5.84 eV Å⁻¹
ΔE to the lowest compared entry with this formula, charge and spin: 79.65 kcal per mole


Below is a molecular structure, C36H49N3OPS2SbSi3Sn, with properties calculated with the ωB97M-V functional and the def2-TZVPD basis.

Geometry as ORCA input:
```
! wB97M-V def2-TZVPD RIJCOSX def2/J DEFGRID3
* xyz 0 1
Sn -0.67845 0.65458 -1.43844
C -3.34805 5.76370 -3.00773
S -3.30978 5.24921 -1.27350
C -2.06333 3.95400 -1.43424
S -2.68896 2.35531 -1.70583
N -0.86031 4.37889 -1.40860
N 0.13460 3.43205 -1.39111
C 1.04269 3.57692 -2.26420
C 2.23430 2.70210 -2.32686
C 3.12775 2.88370 -3.37737
C 4.23817 2.06116 -3.46989
C 4.42287 1.08754 -2.50382
C 3.47631 0.98145 -1.49185
N 2.40589 1.76025 -1.39463
H -4.07051 6.57499 -3.08286
H -3.66484 4.93420 -3.63747
H -2.36448 6.11893 -3.30872
H 0.95206 4.35723 -3.02269
H 2.94403 3.65927 -4.11070
H 4.94123 2.17655 -4.28474
H 5.28004 0.42804 -2.52254
H 3.58821 0.22650 -0.71905
O -3.38837 -0.63012 -0.54677
C -2.32933 -0.95661 -1.05111
C -2.16250 -2.44073 -1.37765
C -3.33141 -3.18482 -1.56493
C -3.27496 -4.53659 -1.83848
C -2.03863 -5.17192 -1.92408
C -0.87676 -4.44553 -1.74405
C -0.92082 -3.07503 -1.47447
P 0.66217 -2.12985 -1.26445
C 1.33322 -2.26959 -2.96808
C 2.67618 -2.48962 -3.26893
C 3.11510 -2.52618 -4.58716
C 2.22313 -2.32166 -5.62735
C 0.89277 -2.04354 -5.34030
C 0.45450 -2.01266 -4.02596
C 1.59327 -3.30459 -0.20084
C 2.50825 -4.28145 -0.58973
C 3.16845 -5.05042 0.36170
C 2.90605 -4.87611 1.71234
C 1.96859 -3.93308 2.11004
C 1.33710 -3.14517 1.16084
H -4.27908 -2.66763 -1.47919
H -4.18834 -5.10049 -1.98133
H -1.98390 -6.23271 -2.13581
H 0.08134 -4.94659 -1.81428
H 3.40132 -2.61230 -2.47607
H 4.16085 -2.71595 -4.79605
H 2.56290 -2.36940 -6.65397
H 0.19011 -1.85632 -6.14242
H -0.58966 -1.80164 -3.82484
H 2.68918 -4.47875 -1.63646
H 3.88875 -5.79366 0.04197
H 3.43607 -5.46536 2.44972
H 1.73772 -3.80013 3.16019
H 0.63569 -2.38131 1.47579
C -3.74234 3.03257 1.86948
Si -1.98163 2.98087 2.45868
C -1.96495 2.82206 4.32039
C -1.09865 4.57296 2.04258
Sb -0.81058 0.88413 1.50139
Si 1.59178 1.25792 2.35068
C 2.07092 2.89548 1.61713
C 1.73179 1.26337 4.21397
C 2.78802 -0.00612 1.68170
Si -2.14294 -0.84000 2.90804
C -1.64145 -0.76207 4.71654
C -1.83271 -2.59619 2.35899
C -3.95434 -0.45595 2.74475
H -4.16725 4.01058 2.11708
H -4.34978 2.25911 2.33843
H -3.80884 2.89861 0.78703
H -2.41094 3.72739 4.74672
H -0.94901 2.73181 4.70943
H -2.53904 1.96501 4.67320
H -1.85139 5.36055 1.93736
H -0.54507 4.54138 1.10486
H -0.41560 4.85264 2.84826
H 1.40331 3.70529 1.91128
H 2.03304 2.80853 0.52656
H 3.09125 3.16126 1.91284
H 1.27368 2.14759 4.66160
H 2.79000 1.25359 4.49370
H 1.26388 0.38165 4.65330
H 2.67081 -0.11221 0.59778
H 2.68721 -0.99500 2.13315
H 3.79912 0.36434 1.88055
H -0.62900 -0.38728 4.86225
H -1.69032 -1.77174 5.13646
H -2.31351 -0.12735 5.29560
H -0.89701 -2.98616 2.76439
H -1.81466 -2.72042 1.27309
H -2.65137 -3.21000 2.74865
H -4.25748 0.33643 3.43165
H -4.52590 -1.35728 2.98439
H -4.20741 -0.15646 1.72510
*
```

## Properties
highest occupied orbital energy: -6.713 eV
max |F|: 0.57 eV Å⁻¹
ΔE to the lowest compared entry with this formula, charge and spin: 0.60 kcal per mole


Below is 15 unconnected molecules or ions with the total composition C30H90O30, with properties calculated with the ωB97M-V functional and the def2-TZVPD basis.

Geometry as ORCA input:
```
! wB97M-V def2-TZVPD RIJCOSX def2/J DEFGRID3
* xyz 0 1
C -2.79690 4.18115 0.55561
C -4.16393 3.59198 -0.08020
O -4.14692 3.89087 -1.51650
O -1.66126 3.65383 0.01790
H -2.68391 3.92703 1.60953
H -2.85842 5.24961 0.34894
H -5.03319 3.97716 0.45282
H -4.25458 2.53779 0.18162
H -3.24729 3.81255 -1.84229
H -0.87344 4.07222 0.37269
C 1.80904 4.46885 0.56570
C 1.81793 4.77252 -0.90404
O 1.69875 6.10766 -1.10512
O 0.49690 4.78064 1.15973
H 2.50690 5.01084 1.20392
H 2.03308 3.44372 0.86067
H 1.09915 4.14878 -1.43545
H 2.75674 4.51095 -1.39222
H 0.77069 6.27779 -0.92805
H 0.61894 5.32564 1.94055
C 0.00519 0.25630 0.14274
C 0.97481 1.12083 -0.50362
O 2.26462 0.78686 -0.38084
O -1.31232 0.46428 -0.22372
H 0.06309 0.64448 1.15963
H 0.16110 -0.81984 0.06718
H 0.72959 2.11064 -0.11860
H 0.93813 1.06487 -1.59156
H 2.40067 -0.13747 -0.16014
H -1.48701 1.40623 -0.28537
C -2.88266 -0.77617 2.81218
C -3.45047 0.60536 3.17484
O -2.44999 1.29285 3.97752
O -2.91898 -1.66331 3.95384
H -1.86101 -0.88291 2.44757
H -3.63604 -0.95527 2.04508
H -4.43827 0.60688 3.63567
H -3.47839 1.12390 2.21649
H -2.87729 2.11824 4.21784
H -3.70646 -1.34766 4.40311
C -5.01223 -3.97065 -1.38786
C -3.99475 -2.77575 -1.47951
O -3.07872 -2.82658 -0.39868
O -5.68085 -4.21031 -2.57809
H -5.69703 -3.74373 -0.57076
H -4.47221 -4.87507 -1.10769
H -4.52971 -1.82618 -1.49432
H -3.50967 -2.75384 -2.45538
H -2.56720 -2.01452 -0.37624
H -5.03602 -4.09233 -3.27942
C -7.13685 -2.17217 0.93236
C -6.79024 -0.93845 1.67552
O -6.70303 -1.16967 3.05129
O -8.48390 -2.36543 1.13218
H -6.60829 -3.04890 1.30661
H -6.78713 -1.99309 -0.08436
H -7.53873 -0.15850 1.53577
H -5.87351 -0.48322 1.30071
H -7.50002 -1.63474 3.31607
H -8.60432 -2.60492 2.05399
C -5.23175 4.15171 3.62741
C -4.72344 5.55983 3.95367
O -3.28102 5.40699 4.00639
O -4.89021 3.31825 4.70480
H -4.60791 3.66311 2.87895
H -6.27572 4.06849 3.32525
H -5.22336 5.91636 4.85427
H -4.90461 6.14027 3.04903
H -2.86143 6.26795 3.94087
H -5.35454 3.62131 5.48848
C 4.87890 4.25160 -3.85357
C 3.82034 3.40042 -4.44452
O 3.19572 2.89887 -3.23067
O 5.60534 3.55294 -2.83436
H 4.53861 5.20880 -3.45851
H 5.48254 4.56770 -4.70432
H 4.12401 2.59339 -5.11129
H 3.20074 4.09481 -5.01198
H 3.84611 2.57152 -2.60502
H 6.49161 3.88714 -2.99064
C 7.81837 0.87955 -0.82488
C 7.52250 0.88377 -2.40610
O 8.55299 0.28854 -3.16189
O 7.04647 0.26850 0.08856
H 8.21599 1.83497 -0.48258
H 8.75795 0.36303 -0.62867
H 7.48957 1.96179 -2.56388
H 6.47603 0.59549 -2.50559
H 8.34335 -0.64808 -3.18156
H 7.26126 0.43083 1.01004
C -2.45408 -4.80341 2.23944
C -1.86061 -6.03772 1.45824
O -0.55508 -6.00923 0.98215
O -2.01170 -4.47245 3.57727
H -3.53245 -4.89037 2.37234
H -2.24583 -3.93377 1.61619
H -2.56652 -6.04870 0.62778
H -2.14406 -6.90693 2.05172
H -0.06999 -5.51996 1.65066
H -2.43207 -3.62589 3.74529
C 1.68915 -1.43422 -3.01844
C 0.70718 -0.77948 -4.03799
O 1.26210 -0.60229 -5.35425
O 2.03769 -2.67668 -3.44230
H 1.24060 -1.58062 -2.03586
H 2.69488 -1.01416 -3.00536
H 0.36270 0.10834 -3.50770
H -0.19144 -1.30200 -4.36597
H 1.47957 -1.51525 -5.55627
H 2.56916 -3.00482 -2.71328
C 6.98884 -3.29884 -2.70522
C 5.42919 -2.77371 -2.62633
O 4.61337 -3.60596 -1.82187
O 7.77770 -2.91078 -1.58987
H 7.40175 -2.85504 -3.61111
H 7.03475 -4.38504 -2.78381
H 5.17519 -2.57840 -3.66817
H 5.28149 -1.85400 -2.06028
H 4.52471 -3.33297 -0.90578
H 7.49135 -3.33504 -0.77770
C 1.96108 -3.16786 5.47336
C 1.04627 -2.03229 4.86363
O -0.06004 -1.75000 5.72895
O 1.30453 -4.42558 5.49094
H 2.11731 -2.92649 6.52475
H 2.91217 -3.12465 4.94264
H 0.77161 -2.37013 3.86437
H 1.56181 -1.10531 4.61260
H -0.90100 -1.54384 5.31435
H 0.57920 -4.22920 6.08838
C -0.59795 4.14905 -4.84906
C -1.29503 2.81866 -4.73098
O -1.70297 2.22783 -5.94554
O -1.37782 5.09509 -5.48924
H 0.35468 3.99955 -5.35726
H -0.40073 4.49653 -3.83493
H -2.20160 2.83471 -4.12602
H -0.65312 2.17721 -4.12716
H -0.95354 2.17493 -6.54317
H -1.34759 4.91905 -6.43248
C 2.88268 -4.78151 0.92533
C 2.70211 -5.31717 2.35195
O 1.31945 -5.28119 2.75299
O 2.90901 -3.39096 0.89398
H 2.16465 -5.14229 0.18887
H 3.92303 -5.04642 0.73666
H 3.11549 -4.65388 3.11173
H 2.91356 -6.38601 2.38309
H 1.24411 -5.27448 3.71001
H 3.37516 -3.06616 1.66782
*
```

## Properties
highest occupied orbital energy: -9.259 eV
max |F|: 4.70 eV Å⁻¹
ΔE to the lowest compared entry with this formula, charge and spin: 203.76 kcal per mole


Below is 6 unconnected molecules or ions with the total composition H12O6, with properties calculated with the ωB97M-V functional and the def2-TZVPD basis.

Geometry as ORCA input:
```
! wB97M-V def2-TZVPD RIJCOSX def2/J DEFGRID3
* xyz 0 1
O 2.69428 -0.68666 0.25242
H 3.60008 -0.68546 0.58347
H 2.35454 0.02056 0.84190
O -1.33469 1.22986 1.73419
H -0.47141 0.82152 1.74876
H -1.97189 0.74218 1.17046
O 1.66998 0.76102 2.35306
H 2.38947 0.79243 2.98924
H 1.28137 1.64374 2.32729
O -2.73304 0.18123 -0.26013
H -2.07203 0.49883 -0.88535
H -3.61871 0.16697 -0.62663
O -1.44593 0.31290 -2.90337
H -0.81047 -0.31400 -2.52853
H -2.21722 -0.24703 -3.05140
O 0.50189 -1.64972 -1.40912
H 1.26285 -2.12090 -1.79949
H 0.92093 -1.46747 -0.53675
*
```

## Properties
SMILES: O.O.O.O.O.O
highest occupied orbital energy: -10.573 eV
max |F|: 1.34 eV Å⁻¹
ΔE to the lowest compared entry with this formula, charge and spin: 26.15 kcal per mole


Which value of max |F| does entry 3 give? 4.70 eV Å⁻¹


What is the max |F| in the second record? 0.57 eV Å⁻¹


Which of these has the highest max |F|? C2H12N4O